# 1
{"formula": "BrClFHN3O", "method": "ωB97M-V/def2-TZVPD", "symbols": ["N", "N", "N", "O", "F", "Cl", "Br", "H"], "xyz": [[0.274, 1.528, -0.995], [-0.662, 1.126, -0.292], [-1.608, 0.435, -0.625], [0.947, 2.558, -0.925], [-0.775, 1.844, 1.440], [2.163, -3.185, 1.076], [-1.635, -1.375, 0.169], [1.296, -2.932, 0.153]], "lowdin_charge": [-0.113, -0.263, -0.369, -0.077, -0.452, 0.226, 0.322, -0.274], "total_energy_ha": -3374.0407, "homo_lumo_gap_ev": [8.27, 8.27], "lumo_ev": [3.1, 3.1], "total_charge": -1}



# 2
{"formula": "BrClH2O2Si", "method": "ωB97M-V/def2-TZVPD", "symbols": ["O", "Si", "Cl", "Br", "O", "H", "H"], "xyz": [[4.813, 2.195, 0.806], [4.700, 0.696, 0.761], [4.882, -0.638, 2.272], [4.395, -0.423, -1.123], [0.619, -0.481, -0.929], [1.335, -0.458, -1.618], [-0.249, -0.318, -1.415]], "lowdin_charge": [-0.392, -0.279, 0.332, 0.384, -0.124, 0.012, 0.067], "smiles": "O=[Si](Cl)Br.O", "total_energy_ha": -3475.4721, "homo_lumo_gap_ev": 10.59, "lumo_ev": -0.6}



# 3
{"formula": "BrClHP", "method": "ωB97M-V/def2-TZVPD", "symbols": ["P", "Cl", "Br", "H"], "xyz": [[0.281, 0.486, 0.826], [0.371, -2.238, -0.164], [-1.391, 1.479, -0.209], [0.739, 0.273, -0.453]], "lowdin_charge": [0.403, -0.298, 0.174, -0.278], "total_energy_ha": -3376.1004, "homo_lumo_gap_ev": [7.12, 7.13], "lumo_ev": [-3.0, -3.0]}



# 4
{"formula": "BrClIO3P", "method": "ωB97M-V/def2-TZVPD", "symbols": ["O", "O", "O", "P", "Cl", "Br", "I"], "xyz": [[0.988, 0.099, 1.391], [-1.146, 0.203, -0.011], [0.957, 0.252, -1.973], [0.267, -0.495, 0.360], [-1.933, 0.913, 1.330], [0.975, 1.917, -1.669], [-0.107, -2.888, 0.573]], "lowdin_charge": [-0.345, -0.848, -0.909, 0.163, 0.672, 0.679, 0.588], "total_energy_ha": -3898.8251, "homo_lumo_gap_ev": [6.16, 6.15], "lumo_ev": [-3.1, -3.1]}



# 5
{"formula": "BrClNO", "method": "ωB97M-V/def2-TZVPD", "symbols": ["N", "O", "Cl", "Br"], "xyz": [[0.103, -0.288, 0.391], [0.353, -1.231, -0.247], [1.538, 1.272, -0.236], [-1.994, 0.247, 0.092]], "lowdin_charge": [-0.574, -0.194, -0.213, -0.019], "total_energy_ha": -3164.2087, "homo_lumo_gap_ev": [8.08, 8.08], "lumo_ev": [3.7, 3.7], "total_charge": -1}



# 6
{"formula": "BrCuF18P3", "method": "ωB97M-V/def2-TZVPD", "symbols": ["Cu", "Br", "P", "F", "F", "F", "F", "F", "F", "P", "F", "F", "F", "F", "F", "F", "P", "F", "F", "F", "F", "F", "F"], "xyz": [[-0.566, -0.215, -0.491], [-2.286, -0.998, -2.183], [-1.504, 0.009, 2.459], [-1.099, 1.178, 3.487], [-0.007, 0.155, 1.731], [-0.881, -1.135, 3.394], [-1.920, -1.096, 1.318], [-2.947, -0.179, 3.123], [-2.022, 1.153, 1.417], [1.495, -2.518, -0.604], [0.984, -3.635, -1.647], [1.915, -3.652, 0.454], [2.985, -2.537, -1.220], [1.952, -1.297, 0.393], [0.996, -1.354, -1.656], [-0.002, -2.395, 0.041], [0.440, 2.679, -1.427], [-0.202, 3.234, -2.806], [1.755, 3.544, -1.702], [-0.142, 3.894, -0.533], [1.044, 1.968, -0.108], [-0.987, 1.798, -1.176], [0.999, 1.399, -2.266]], "lowdin_charge": [0.446, 0.039, 0.180, -0.149, -0.192, -0.140, -0.196, -0.145, -0.169, 0.181, -0.149, -0.146, -0.154, -0.168, -0.212, -0.191, 0.191, -0.162, -0.148, -0.151, -0.152, -0.244, -0.171], "spin_multiplicity": 2, "total_energy_ha": -7036.9680, "homo_lumo_gap_ev": [9.46, 6.75], "lumo_ev": [5.2, 2.7], "total_charge": -2, "s_squared": 0.7559}



# 7
{"formula": "BrF2N", "method": "ωB97M-V/def2-TZVPD", "symbols": ["N", "F", "F", "Br"], "xyz": [[0.275, -0.509, -0.408], [0.773, -0.795, 0.884], [-1.583, 0.264, 0.538], [0.534, 1.039, -1.014]], "lowdin_charge": [-0.419, -0.114, -0.449, 0.982], "total_energy_ha": -2828.2295, "homo_lumo_gap_ev": [7.51, 7.51], "lumo_ev": [-3.6, -3.6]}



# 8
{"formula": "BrH10O5Pt", "method": "ωB97M-V/def2-TZVPD", "symbols": ["Pt", "Br", "O", "H", "H", "O", "H", "H", "O", "H", "H", "O", "H", "H", "O", "H", "H"], "xyz": [[0.197, -0.322, -0.019], [1.280, -2.703, -0.574], [-0.891, 1.544, 0.226], [-1.765, 1.836, 0.484], [-0.630, 2.150, -0.467], [-1.065, -0.598, -1.707], [-1.829, -0.180, -2.104], [-0.712, -1.159, -2.398], [1.276, 0.226, 1.856], [2.214, 0.407, 1.919], [1.002, 0.066, 2.759], [-1.311, -1.101, 1.336], [-2.177, -0.712, 1.456], [-1.352, -1.932, 1.809], [1.621, 0.672, -1.328], [2.477, 0.277, -1.493], [1.665, 1.528, -1.755]], "lowdin_charge": [0.959, -0.135, -0.101, 0.090, 0.076, -0.156, 0.087, 0.060, -0.111, 0.082, 0.080, -0.124, 0.080, 0.090, -0.136, 0.074, 0.084], "spin_multiplicity": 3, "total_energy_ha": -3075.2279, "homo_lumo_gap_ev": [7.66, 8.09], "lumo_ev": [-3.8, -3.8], "total_charge": 1, "s_squared": 2.0040}



# 9
{"formula": "BrH12O6", "method": "ωB97M-V/def2-TZVPD", "symbols": ["Br", "O", "H", "H", "O", "H", "H", "O", "H", "H", "O", "H", "H", "O", "H", "H", "O", "H", "H"], "xyz": [[-6.997, -20.598, -22.988], [-5.567, -23.380, -21.622], [-5.947, -24.068, -22.175], [-5.879, -22.547, -22.027], [-9.179, -22.744, -24.604], [-8.709, -22.214, -23.930], [-8.673, -22.605, -25.411], [-8.650, -18.261, -20.969], [-8.308, -18.917, -21.604], [-8.929, -17.522, -21.518], [-4.482, -22.174, -25.024], [-5.237, -21.803, -24.535], [-4.853, -22.919, -25.507], [-7.325, -20.930, -26.284], [-6.892, -20.215, -26.759], [-6.923, -20.910, -25.386], [-9.084, -21.708, -20.371], [-8.456, -21.209, -20.921], [-9.838, -21.853, -20.951]], "lowdin_charge": [0.107, -0.118, 0.018, -0.109, -0.118, -0.076, -0.005, -0.110, -0.102, 0.017, -0.094, -0.076, 0.027, -0.125, 0.030, -0.112, -0.100, -0.075, 0.023], "total_energy_ha": -3032.7825, "homo_lumo_gap_ev": 9.34, "lumo_ev": 3.3, "total_charge": -1}



# 10
{"formula": "BrH12O6", "method": "ωB97M-V/def2-TZVPD", "symbols": ["Br", "O", "H", "H", "O", "H", "H", "O", "H", "H", "O", "H", "H", "O", "H", "H", "O", "H", "H"], "xyz": [[3.180, 18.234, -35.803], [4.722, 17.680, -38.957], [4.608, 17.984, -38.056], [4.762, 16.727, -38.886], [1.676, 15.939, -37.721], [2.467, 15.544, -38.090], [1.995, 16.498, -37.012], [6.360, 19.558, -35.890], [5.616, 18.964, -35.993], [5.964, 20.414, -35.732], [2.395, 19.524, -39.147], [2.435, 19.731, -38.214], [2.592, 18.589, -39.194], [1.204, 21.452, -35.262], [1.531, 20.553, -35.272], [0.255, 21.364, -35.343], [1.904, 19.587, -32.645], [1.627, 18.672, -32.591], [2.309, 19.664, -33.509]], "lowdin_charge": [0.568, -0.046, -0.059, 0.040, -0.069, 0.027, -0.121, -0.066, -0.102, 0.035, -0.045, -0.017, 0.001, -0.049, -0.057, 0.043, -0.053, 0.031, -0.059], "spin_multiplicity": 2, "total_energy_ha": -3032.5654, "homo_lumo_gap_ev": [11.36, 5.79], "lumo_ev": [-0.2, -5.8], "s_squared": 0.7525}



# 11
{"formula": "BrH16O8", "method": "ωB97M-V/def2-TZVPD", "symbols": ["Br", "O", "H", "H", "O", "H", "H", "O", "H", "H", "O", "H", "H", "O", "H", "H", "O", "H", "H", "O", "H", "H", "O", "H", "H"], "xyz": [[0.145, -0.023, -0.114], [0.608, 0.074, 2.872], [1.268, -0.590, 2.673], [0.054, 0.104, 2.092], [-1.636, 1.867, 0.769], [-1.009, 1.279, 0.349], [-1.551, 1.681, 1.704], [-1.741, 0.967, -1.682], [-0.944, 0.456, -1.540], [-2.441, 0.429, -1.312], [-0.950, -1.551, 1.850], [-1.781, -1.921, 1.553], [-0.598, -1.104, 1.080], [1.971, 1.070, -1.817], [2.470, 1.414, -1.076], [1.262, 0.567, -1.416], [-0.762, -2.463, -1.196], [-0.858, -2.258, -2.126], [-0.229, -1.749, -0.847], [1.839, -1.883, 0.278], [1.248, -1.133, 0.339], [1.726, -2.206, -0.616], [0.345, 2.474, -0.818], [0.494, 1.555, -0.597], [1.070, 2.942, -0.402]], "lowdin_charge": [1.065, -0.095, 0.026, -0.084, -0.126, -0.175, 0.026, -0.124, -0.128, 0.038, -0.120, 0.047, -0.185, -0.129, 0.035, -0.151, -0.105, 0.035, -0.144, -0.151, -0.256, 0.018, -0.146, -0.219, 0.047], "total_energy_ha": -3185.3905, "homo_lumo_gap_ev": 9.25, "lumo_ev": 3.3, "total_charge": -1}



# 12
{"formula": "BrH2IO2Si", "method": "ωB97M-V/def2-TZVPD", "symbols": ["O", "Si", "O", "Br", "H", "I", "H"], "xyz": [[4.574, 1.848, 0.686], [3.969, 0.652, -0.032], [2.490, 0.717, -0.606], [4.450, -1.488, -0.090], [1.838, 0.305, -1.178], [-1.219, -0.774, 0.153], [-0.550, -1.030, 1.643]], "lowdin_charge": [-0.330, -0.016, -0.183, 0.423, 0.050, 0.355, -0.299], "smiles": "O=[Si](O)Br.I", "total_energy_ha": -3312.9637, "homo_lumo_gap_ev": 9.96, "lumo_ev": -0.5}



Repeat the fifth record exactly.
{"formula": "BrClNO", "method": "ωB97M-V/def2-TZVPD", "symbols": ["N", "O", "Cl", "Br"], "xyz": [[0.103, -0.288, 0.391], [0.353, -1.231, -0.247], [1.538, 1.272, -0.236], [-1.994, 0.247, 0.092]], "lowdin_charge": [-0.574, -0.194, -0.213, -0.019], "total_energy_ha": -3164.2087, "homo_lumo_gap_ev": [8.08, 8.08], "lumo_ev": [3.7, 3.7], "total_charge": -1}